C8H17Cl6N2O3Sr as an isolated structure at a distorted geometry. Source: the OMol25 dataset; level of theory: ωB97M-V/def2-TZVPD.

Geometry as XYZ:
```
37
Properties=species:S:1:pos:R:3:mulliken_charge:R:1
Sr -1.080 -3.432 -1.054 1.70
O -0.661 -1.288 0.019 -0.65
H -0.087 -0.850 0.639 -0.08
C -1.785 0.244 3.314 0.37
O -2.028 -0.432 4.292 -0.65
N -2.061 1.564 3.216 0.10
C -1.628 2.340 2.081 -0.69
C -2.870 2.270 4.207 -1.00
H -1.336 -0.149 2.390 0.15
H -0.876 3.073 2.402 0.29
H -2.413 2.939 1.627 0.22
H -1.147 1.717 1.329 0.22
H -3.743 2.667 3.685 0.34
H -3.274 1.554 4.916 0.33
H -2.256 3.035 4.675 0.31
C 1.293 -1.592 -2.415 0.70
O 0.396 -2.364 -2.817 -0.87
N 2.284 -1.208 -3.211 0.08
C 3.354 -0.380 -2.673 -0.59
C 2.383 -1.568 -4.622 -0.92
H 1.434 -1.170 -1.418 0.01
H 3.427 0.585 -3.175 0.33
H 4.316 -0.881 -2.795 0.33
H 3.222 -0.185 -1.612 0.04
H 3.167 -2.340 -4.663 0.37
H 1.483 -2.118 -4.876 0.26
H 2.736 -0.775 -5.269 0.31
C -2.956 0.723 -1.633 0.59
Cl -4.156 -0.512 -1.098 -0.18
Cl -3.236 2.259 -0.878 -0.11
Cl -3.005 0.924 -3.380 -0.13
H -2.023 0.257 -1.327 -0.19
C 2.544 -1.026 1.922 0.44
Cl 1.526 0.270 2.589 -0.08
Cl 3.022 -2.100 3.253 -0.13
Cl 4.024 -0.427 1.166 -0.13
H 2.011 -1.626 1.194 -0.09
```

Results
Total charge   +1

One molecule with the formula C8H17FN2O at a distorted geometry. Source: the OMol25 dataset; level of theory: ωB97M-V/def2-TZVPD.

Geometry as XYZ:
```
29
Properties=species:S:1:pos:R:3:mulliken_charge:R:1
C -0.418 2.639 1.316 -1.12
N 0.181 1.440 0.830 0.04
C 0.657 0.570 1.975 -1.07
C -0.554 0.674 -0.077 1.03
C -2.019 0.425 0.267 -1.88
F -0.710 1.759 -1.325 -0.54
N 0.070 -0.440 -0.642 0.45
C 1.076 -0.043 -1.615 -0.59
C 1.945 -1.216 -1.899 -0.55
O 1.265 -2.409 -2.138 -0.35
C 0.153 -2.691 -1.343 -0.77
C -0.749 -1.560 -1.096 -0.65
H -0.957 2.715 2.273 0.34
H 0.349 3.403 1.461 0.30
H -1.078 2.883 0.507 0.46
H 1.290 -0.201 1.579 0.27
H 1.289 1.175 2.677 0.37
H -0.188 0.368 2.682 0.35
H -2.564 1.148 0.912 0.34
H -2.116 -0.442 0.863 0.59
H -2.752 0.309 -0.587 0.36
H 1.672 0.746 -1.226 0.42
H 0.544 0.287 -2.582 0.22
H 2.631 -1.104 -2.784 0.29
H 2.632 -1.334 -0.941 0.25
H 0.588 -3.005 -0.355 0.30
H -0.335 -3.603 -1.802 0.32
H -1.345 -1.263 -1.939 0.44
H -1.603 -1.765 -0.387 0.38
```

Results
Relative energy (zero: lowest compared OMol25 entry of this formula, charge and spin)   0.0 kcal/mol

An isolated ion of composition C8H17FN3O2 and charge +1 at a distorted geometry. Source: the OMol25 dataset; level of theory: ωB97M-V/def2-TZVPD.

Geometry as XYZ:
```
31
Properties=species:S:1:pos:R:3:mulliken_charge:R:1
C -2.543 1.427 1.923 -1.13
C -2.549 -0.023 1.396 -0.16
O -1.993 -0.145 0.074 -0.47
C -0.619 -0.134 0.135 -1.03
N -0.015 -0.272 -1.199 0.27
C 0.472 -1.640 -1.513 -0.17
C -0.530 -2.740 -1.158 -1.23
C 0.917 0.697 -1.371 0.06
N 0.504 1.840 -1.935 -0.36
N 2.223 0.575 -1.075 -0.07
C 2.539 0.078 0.277 -0.53
C 2.191 1.078 1.356 0.57
O 2.306 2.209 1.292 -0.40
F 1.696 0.521 2.453 -0.24
H -2.345 2.101 1.085 0.27
H -3.459 1.688 2.438 0.35
H -1.690 1.533 2.596 0.31
H -1.936 -0.641 2.063 0.31
H -3.549 -0.440 1.344 0.43
H -0.320 0.860 0.530 0.46
H -0.195 -0.875 0.827 0.49
H 1.429 -1.902 -1.052 0.27
H 0.629 -1.707 -2.591 0.34
H -0.037 -3.683 -1.402 0.44
H -0.771 -2.788 -0.097 0.30
H -1.435 -2.689 -1.757 0.31
H 0.664 2.738 -1.499 0.25
H 0.081 1.761 -2.851 0.25
H 2.598 1.526 -1.128 0.38
H 2.114 -0.891 0.520 0.18
H 3.622 -0.060 0.320 0.51
```

Results
Total charge   +1
Relative energy (zero: lowest compared OMol25 entry of this formula, charge and spin)   3.6 kcal/mol

C8H17N2 as an isolated structure at a distorted geometry. Source: the OMol25 dataset; level of theory: ωB97M-V/def2-TZVPD.

Geometry as XYZ:
```
27
Properties=species:S:1:pos:R:3:mulliken_charge:R:1
C 1.475 1.356 0.738 -0.97
C 1.228 -0.014 1.231 -0.79
C 1.291 -0.137 -1.196 -0.74
C -0.513 1.474 -0.732 -1.34
C 0.984 1.391 -0.720 -0.08
C 0.578 -0.703 0.038 -0.60
C -1.131 0.351 -0.016 1.21
C -2.123 -0.582 -0.748 -1.52
N -1.549 0.541 1.362 -0.41
N 0.420 -2.181 0.128 0.07
H 0.982 2.158 1.358 0.34
H 2.539 1.593 0.746 0.42
H 2.185 -0.639 1.597 0.40
H 0.522 0.029 2.086 0.38
H 0.663 -0.400 -2.150 0.34
H 2.416 -0.293 -1.422 0.33
H -0.791 2.393 -0.251 0.49
H -1.035 1.583 -1.810 0.28
H 1.371 2.146 -1.351 0.55
H -2.563 -1.164 0.076 0.47
H -1.616 -1.242 -1.469 0.27
H -2.949 0.012 -1.150 0.38
H -2.199 -0.126 1.708 0.20
H -1.685 1.374 1.795 0.16
H 0.698 -2.678 -0.702 0.40
H -0.624 -2.451 0.066 0.41
H 0.668 -2.492 0.985 0.36
```

Results
Total charge   +1
Relative energy (zero: lowest compared OMol25 entry of this formula, charge and spin)   63.7 kcal/mol

An isolated ion of composition C8H17N2 and charge +1 at a distorted geometry. Source: the OMol25 dataset; level of theory: ωB97M-V/def2-TZVPD.

Geometry as XYZ:
```
27
Properties=species:S:1:pos:R:3:mulliken_charge:R:1
C -2.652 -0.020 -0.131 -1.05
N -1.570 -0.898 -0.021 -0.35
C -0.315 -0.526 -0.384 1.29
C 0.596 -1.705 -0.261 -1.49
C 1.362 -1.600 1.017 -0.63
C 1.535 -0.100 1.241 -0.72
N 0.232 0.433 1.010 -0.16
C 0.296 1.820 0.470 -0.79
C 0.755 1.635 -1.018 -0.49
C -0.074 0.534 -1.569 -0.93
H -3.517 -0.543 -0.763 0.31
H -2.995 0.400 0.751 0.37
H -2.339 0.721 -0.780 0.34
H -1.686 -1.810 0.248 0.20
H 1.265 -1.703 -1.098 0.37
H 0.064 -2.599 -0.485 0.63
H 0.909 -2.025 1.909 0.29
H 2.344 -2.143 0.840 0.37
H 1.819 0.263 2.232 0.48
H 2.296 0.134 0.557 0.28
H -0.448 0.436 1.713 0.34
H 1.035 2.389 1.004 0.40
H -0.691 2.093 0.534 0.51
H 1.736 1.291 -1.128 0.32
H 0.793 2.722 -1.482 0.38
H -1.118 0.847 -2.012 0.30
H 0.365 -0.048 -2.392 0.41
```

Results
Total charge   +1
Relative energy (zero: lowest compared OMol25 entry of this formula, charge and spin)   49.2 kcal/mol

An isolated ion of composition C8H17N2O and charge +1 at a distorted geometry. Source: the OMol25 dataset; level of theory: ωB97M-V/def2-TZVPD.

Geometry as XYZ:
```
28
Properties=species:S:1:pos:R:3:mulliken_charge:R:1
C 3.408 -0.687 -0.564 -1.19
C 2.372 -0.376 0.515 -0.24
O 1.061 -0.769 0.033 -0.31
C 0.054 -0.343 0.698 0.29
C -1.122 -1.282 0.883 -1.16
C -2.192 -0.741 -0.064 0.80
C -3.407 -1.493 -0.292 -1.27
N -1.965 0.364 -0.584 -1.12
N -0.781 0.995 -0.193 0.76
C 0.003 1.343 -1.402 -0.68
C -0.990 2.156 0.738 -0.77
H 3.786 -1.746 -0.430 0.33
H 3.173 -0.351 -1.533 0.33
H 4.388 -0.065 -0.288 0.36
H 2.184 0.726 0.625 0.30
H 2.439 -0.812 1.470 0.39
H 0.355 0.395 1.578 0.38
H -1.606 -1.334 1.770 0.54
H -0.698 -2.247 0.639 0.41
H -3.814 -1.758 0.717 0.34
H -3.121 -2.453 -0.787 0.32
H -4.104 -0.942 -0.812 0.37
H -0.310 2.168 -1.976 0.33
H 1.064 1.684 -0.932 0.25
H -0.118 0.379 -2.004 0.26
H -1.307 3.143 0.251 0.29
H -1.866 1.948 1.556 0.24
H -0.093 2.268 1.245 0.43
```

Results
Total charge   +1
Relative energy (zero: lowest compared OMol25 entry of this formula, charge and spin)   74.1 kcal/mol

The evaluated LUMO energy for the records listed, in turn: -4.806, 0.789, -4.458, -3.256, -2.539, -2.439 eV.